1.
# C12H21N4S

A 2-piece molecular cluster, C12H21N4S overall in a non-equilibrium geometry (the ωB97M-V functional and the def2-TZVPD basis, the OMol25 dataset).

Results
Highest occupied orbital energy ... -0.437 hartree
Energy relative to the best compared isomer or geometry (same formula, charge and spin) ... 412.1 kJ/mol
Molar mass ... 253.395 Da
Lowest unoccupied orbital energy ... -4.84 eV
Gap between HOMO and LUMO ... 7.050 eV
Max |F| ... 4.70 eV Å⁻¹

Structure (ORCA input):
```
! RIJCOSX wB97M-V def2-TZVPD def2/J DEFGRID3
* xyz 1 1
C -2.949 0.867 -4.946
N -2.676 -0.419 1.756
H 3.448 0.976 1.269
H -3.359 0.695 -3.950
C -1.974 0.694 1.011
C -2.279 0.462 -0.530
H 2.318 -2.962 1.302
N 2.732 -0.090 2.898
C 1.411 -0.475 -0.728
H -0.420 -1.399 0.325
H 1.937 -0.951 -1.603
N -0.342 1.325 -4.776
H 1.421 0.649 -0.909
H -2.438 1.652 1.374
H -3.131 -0.013 -5.563
H 2.640 -1.990 3.893
C 2.499 -1.387 2.953
C 2.636 1.704 4.171
N 3.182 0.523 4.068
C 2.459 0.500 1.564
C 1.939 -1.929 1.557
H -0.519 0.919 -1.776
H -3.189 -0.195 -0.650
S 2.428 3.321 4.329
C -1.484 1.124 -4.852
H -3.448 1.727 -5.393
H 0.862 -2.139 1.839
H -1.470 -0.514 -2.329
C 2.278 -0.724 0.582
C -0.071 -1.060 -0.688
C -1.036 -0.015 -1.402
H -0.868 0.635 1.276
H -2.885 -0.133 2.716
H -2.057 -1.237 1.827
H -0.058 -1.992 -1.341
H -2.586 1.478 -0.950
H 3.304 -0.992 0.200
H 1.744 1.364 1.475
*
```

In the Mulliken picture, each atom carries the following charge in e: C -0.74; N -0.63; H 0.37; H 0.22; C -0.18; C -0.81; H 0.42; N 0.68; C -0.90; H -0.17; H 0.32; N -0.42; H 0.35; H 0.42; H 0.27; H 0.43; C -0.07; C 0.46; N -0.94; C -0.88; C -0.61; H 0.33; H 0.37; S -0.04; C 0.39; H 0.32; H 0.22; H 0.11; C 0.20; C -0.01; C -0.45; H -0.02; H 0.23; H 0.21; H 0.39; H 0.29; H 0.41; H 0.45



2.
# C5H11BrO2

A 2-piece molecular cluster, C5H11BrO2 overall in a non-equilibrium geometry (the ωB97M-V functional and the def2-TZVPD basis, the OMol25 dataset).

Results
Highest occupied orbital energy ... -0.351 hartree
Energy relative to the best compared isomer or geometry (same formula, charge and spin) ... 109.4 kJ/mol
Molar mass ... 183.045 Da
Lowest unoccupied orbital energy ... 0.61 eV
Gap between HOMO and LUMO ... 10.163 eV
Max |F| ... 3.77 eV Å⁻¹

Structure (ORCA input):
```
! RIJCOSX wB97M-V def2-TZVPD def2/J DEFGRID3
* xyz 0 1
H 0.719 -1.418 -1.747
H 1.313 1.039 -0.511
H -0.207 0.989 1.114
Br -0.349 4.309 -0.274
H -0.288 2.617 -1.843
H 1.620 2.686 -0.210
C 0.926 1.924 -0.052
H -1.575 -2.692 1.469
H -0.819 -0.391 -1.093
H -0.043 -3.445 1.383
H 1.342 -2.806 -0.750
C -0.242 -1.763 0.008
C -0.487 -2.425 1.288
O 0.496 1.597 1.302
H -1.157 1.910 -0.327
C -0.295 2.482 -0.743
C 0.677 -2.052 -0.931
H -0.351 -1.785 2.219
O -1.280 -0.777 -0.301
*
```

In the Mulliken picture, each atom carries the following charge in e: H 0.32; H 0.21; H 0.30; Br -0.14; H 0.33; H 0.50; C -0.58; H 0.28; H 0.28; H 0.32; H 0.31; C 1.01; C -1.09; O -0.51; H 0.33; C -0.43; C -1.15; H 0.24; O -0.53



3.
# C35H45BrN4P2Ti

C35H45BrN4P2Ti as an isolated structure in a non-equilibrium geometry (the ωB97M-V functional and the def2-TZVPD basis, the OMol25 dataset).

Results
Highest occupied orbital energy (alpha / beta) ... -0.451 / -0.485 hartree
Energy relative to the best compared isomer or geometry (same formula, charge and spin) ... 0.0 kJ/mol
Molar mass ... 711.492 Da
Lowest unoccupied orbital energy (alpha / beta) ... -5.87 / -6.56 eV
Gap between HOMO and LUMO (alpha / beta) ... 6.412 / 6.639 eV
Max |F| ... 4.14 eV Å⁻¹

Structure (ORCA input):
```
! RIJCOSX wB97M-V def2-TZVPD def2/J DEFGRID3
* xyz 2 3
H -3.027 -4.062 -0.073
C 3.545 -0.355 -2.246
N -0.359 7.014 -6.175
C -0.813 1.254 5.727
C 0.285 0.738 6.429
C -0.082 -3.276 -1.557
C -0.535 5.711 -6.460
H -2.030 1.927 1.358
C 4.071 -0.079 0.871
C -0.318 1.522 -1.178
H -0.572 3.637 -5.770
H 1.105 0.287 5.878
H -0.330 -4.824 -3.202
H 0.121 8.411 -4.698
C -0.752 1.336 8.547
C -0.514 4.138 -3.019
H 1.539 -2.754 1.503
C -1.655 -0.657 -0.585
C -1.454 2.302 -1.418
H -5.122 -4.400 -1.220
C -1.893 1.782 3.532
C -0.305 5.070 -4.124
C -2.365 -2.251 -4.377
H 4.152 0.854 0.294
C 0.058 0.721 3.429
H 3.905 0.200 1.922
C -0.364 0.034 -1.113
H 6.226 -0.184 0.925
C 0.039 6.415 -3.856
H 0.924 0.183 3.766
C -4.293 -4.017 -1.810
H 3.085 -4.167 0.093
H -3.172 -2.992 -4.461
H 1.279 -4.653 -2.455
H -2.684 2.328 8.409
P 2.483 -0.872 0.331
H -0.749 5.441 -7.497
H -3.693 0.111 -0.189
H 2.929 -2.061 2.363
C -0.974 3.433 -2.103
H -3.880 -4.862 -2.364
H 2.156 -1.966 -1.778
H 0.738 1.950 -1.406
H -1.363 -0.870 -3.139
Br -1.497 -1.627 1.173
H 0.336 6.730 -2.845
H 4.623 -0.202 -2.094
H -1.420 -2.640 -4.771
H -4.759 -3.337 -2.525
C -1.848 1.878 7.854
H 0.476 -2.532 -2.170
C 5.385 -0.870 0.750
C -3.337 -3.323 -0.831
H -3.611 2.166 -1.432
C -2.677 1.663 -1.170
C 2.586 -2.429 1.380
C -0.471 4.693 -5.488
H 3.460 -4.359 1.815
C 0.314 0.786 7.828
H 5.546 -1.314 -0.240
C -0.052 7.352 -4.912
C -2.178 -1.593 -3.021
H 4.524 -3.371 0.800
C -2.748 0.355 -0.663
H 1.163 0.394 8.382
C -0.738 1.369 9.991
Ti 0.875 1.109 0.263
H 3.394 -0.637 -3.296
N -0.727 1.420 11.162
N -0.877 1.202 4.308
C 3.022 -1.464 -1.334
H -3.084 -1.029 -2.776
H 3.029 0.606 -2.093
P -1.783 -2.425 -1.442
H 0.387 -3.344 -0.540
C -1.486 1.678 2.243
H 0.031 -5.498 -1.561
H 0.010 -0.314 -2.124
N -0.187 1.157 2.176
H -2.631 -1.383 -4.986
C 0.195 -4.647 -2.245
C -1.879 1.838 6.449
H -2.754 2.243 5.933
C 3.468 -3.636 0.980
H 5.472 -1.673 1.492
H -3.942 -2.557 -0.297
H 3.772 -2.258 -1.189
H -2.727 2.321 3.964
*
```

In the Mulliken picture, each atom carries the following charge in e: H 0.50; C -1.38; N -0.55; C 2.13; C -0.49; C 0.47; C -0.31; H 0.55; C -0.63; C -0.01; H 0.38; H 0.25; H 0.36; H 0.36; C 0.41; C 0.50; H 0.35; C 0.58; C 0.43; H 0.43; C -0.62; C 0.20; C -1.52; H 0.44; C -0.77; H 0.50; C 0.40; H 0.40; C -0.50; H 0.48; C -1.34; H 0.23; H 0.32; H 0.43; H 0.43; P 1.08; H 0.36; H 0.29; H 0.62; C -0.74; H 0.36; H -0.45; H -0.05; H 0.29; Br 0.00; H 0.37; H 0.32; H 0.34; H 0.34; C -1.07; H 0.01; C -1.38; C -0.45; H 0.48; C -0.91; C -0.56; C -0.39; H 0.42; C -1.10; H 0.31; C -0.29; C -0.36; H 0.31; C -0.64; H 0.45; C -0.06; Ti -0.24; H 0.40; N -0.42; N 0.31; C 0.08; H 0.49; H 0.20; P 0.67; H 0.03; C -0.77; H 0.40; H 0.14; N 0.31; H 0.45; C -1.51; C -0.47; H 0.26; C -1.35; H 0.32; H 0.39; H 0.66; H 0.34